{"formula": "C48H30Cl4F6N4PPbS2", "method": "wB97M-V/def2-TZVPD", "spin_multiplicity": 2, "de_lowest_kcal_mol": 70.3, "charge": -2, "homo_energy_ev": [-1.25, -2.35], "max_force_ev_per_a": 3.6, "species": ["Pb", "Cl", "C", "C", "C", "C", "C", "C", "C", "C", "C", "C", "C", "C", "C", "C", "C", "C", "Cl", "C", "C", "C", "N", "C", "C", "C", "C", "C", "C", "Cl", "C", "C", "C", "C", "C", "C", "N", "C", "C", "C", "C", "C", "N", "C", "C", "C", "C", "Cl", "C", "C", "C", "C", "N", "H", "H", "H", "H", "H", "H", "H", "H", "H", "H", "H", "H", "H", "H", "H", "H", "H", "H", "H", "H", "H", "H", "H", "H", "C", "C", "S", "C", "C", "S", "H", "H", "H", "H", "H", "H", "F", "P", "F", "F", "F", "F", "F"], "coordinates": [[0.2484, 0.1718, 0.1169], [-7.5673, 3.9663, -2.1604], [-5.9295, 3.3369, -2.2070], [-5.3500, 2.9266, -3.4461], [-4.0902, 2.3302, -3.4056], [-3.2933, 2.1968, -2.1721], [-3.9104, 2.6786, -1.0268], [-5.2177, 3.2604, -1.0269], [-2.0018, 1.5003, -2.0711], [-1.9300, 0.1224, -2.2213], [-2.8714, -0.8529, -2.7436], [-2.2993, -2.0430, -2.8180], [-1.0210, -1.9356, -2.1667], [-0.2080, -2.9657, -1.7951], [-0.6181, -4.3919, -2.1278], [-0.0905, -5.1666, -3.2117], [-0.5814, -6.4429, -3.4392], [-1.5407, -6.9284, -2.5658], [-2.2218, -8.5588, -2.9430], [-2.0259, -6.2338, -1.5410], [-1.5333, -4.9504, -1.3067], [1.0675, -2.8750, -1.1056], [1.4458, -1.8129, -0.3728], [2.6227, -2.1272, 0.2255], [3.4814, -1.2003, 0.9480], [4.4396, -1.9264, 1.8708], [3.7691, -2.6990, 2.9280], [4.5039, -3.1823, 4.0169], [5.8721, -3.2208, 3.8959], [6.7225, -3.9620, 5.1857], [6.5313, -2.5337, 2.9114], [5.8153, -1.8832, 1.8534], [3.4524, 0.1894, 0.9061], [4.4478, 1.0586, 1.4901], [4.2789, 2.2529, 0.8605], [3.0913, 2.1440, -0.0040], [2.6422, 0.8997, 0.0383], [2.3617, 3.2482, -0.6160], [1.0192, 3.1676, -1.2006], [0.2814, 4.2357, -1.8169], [-0.8940, 3.7254, -2.1863], [-0.8813, 2.3649, -1.8495], [0.3168, 2.0093, -1.2850], [2.9993, 4.5989, -0.5354], [2.3213, 5.6970, 0.0642], [3.0348, 6.9194, 0.3799], [4.1849, 7.1542, -0.3423], [4.9762, 8.6434, 0.0632], [4.8071, 6.1450, -1.0745], [4.1807, 4.9000, -1.2336], [2.8685, -3.5408, -0.0062], [1.8483, -4.0295, -0.7766], [-0.8083, -0.6301, -1.7590], [-5.8495, 2.9543, -4.3995], [-3.6159, 1.9271, -4.3136], [-3.2814, 2.6906, -0.1390], [-5.7866, 3.2779, -0.0726], [-3.8913, -0.6496, -3.0982], [-2.7166, -2.9705, -3.0749], [0.7225, -4.7098, -3.7951], [-0.3336, -7.0609, -4.3388], [-2.7649, -6.5593, -0.7633], [-1.8788, -4.4948, -0.4345], [2.6409, -2.6038, 2.8581], [3.9395, -3.4922, 4.8813], [7.5840, -2.4833, 3.0728], [6.2441, -1.1670, 1.2279], [5.1959, 0.6434, 2.1743], [4.9464, 3.1152, 0.8099], [0.6652, 5.2051, -2.0992], [-1.7292, 4.3121, -2.7273], [1.2631, 5.6821, 0.2974], [2.6835, 7.5737, 1.1479], [5.7475, 6.4041, -1.5185], [4.7186, 4.1625, -1.8085], [3.5732, -4.1776, 0.4843], [1.8243, -5.0512, -1.0806], [-2.5661, 4.3295, 3.4551], [-1.4430, 3.5028, 2.8788], [-0.2282, 4.0074, 1.9797], [-1.5153, 2.1076, 3.3826], [-2.8600, 1.5444, 3.1509], [-0.3375, 1.4210, 4.1864], [-2.9581, 3.9768, 4.4257], [-3.2412, 4.5267, 2.6058], [-2.0938, 5.3101, 3.5997], [-3.3431, 1.2927, 4.0555], [-2.6143, 0.5485, 2.7665], [-3.5181, 2.0725, 2.4939], [-5.1298, -6.8132, 0.3244], [-5.1507, -6.0966, 1.7886], [-5.2664, -7.6085, 2.4463], [-4.8684, -4.6766, 1.0795], [-3.4671, -6.2458, 1.8524], [-6.7960, -6.0644, 1.7484], [-5.2508, -5.4140, 3.2949]], "forces_ev_per_a": [[0.36, -0.11, 0.30], [0.19, -0.14, -0.14], [0.63, -0.04, -0.97], [0.70, -0.45, 1.37], [1.34, -0.29, 1.28], [-2.77, 0.33, -1.83], [-0.22, 0.94, -0.28], [0.21, -1.66, 0.53], [0.13, -0.55, -0.51], [1.66, -0.91, 1.44], [-1.85, 1.48, -0.94], [0.76, -0.22, 0.93], [0.86, 0.34, 1.19], [0.94, -1.20, -0.86], [1.24, 0.92, -1.20], [-0.02, 0.91, 0.64], [0.40, -0.01, -1.08], [-0.34, -2.22, -1.76], [0.37, 0.74, 0.25], [-1.43, 0.76, 3.00], [-0.37, -1.56, -0.50], [-2.24, -1.16, 0.57], [0.98, 0.73, -1.06], [0.64, -0.59, 0.54], [-0.09, -0.99, 0.22], [-1.78, -1.21, 1.23], [0.23, 2.05, -0.86], [-2.32, 0.06, -1.78], [-0.27, 0.74, 0.16], [0.77, -0.35, 0.62], [-0.55, 0.22, -0.96], [-0.42, -0.77, 2.50], [-0.01, -1.06, -0.67], [0.08, -0.16, -0.50], [0.47, 0.51, -0.34], [-0.97, 2.11, -0.28], [-0.71, -1.28, 0.36], [0.07, -0.62, 0.18], [2.46, 0.18, 0.47], [2.37, 0.57, 0.52], [-3.12, 0.97, -1.52], [-0.50, -1.01, 0.31], [-0.98, 0.77, -0.33], [-1.36, 0.81, -0.97], [1.63, 1.05, 0.63], [-1.26, -2.59, -1.83], [0.21, -0.76, 1.51], [0.65, 0.47, -0.30], [-0.89, 0.35, -0.29], [0.94, 0.77, 1.17], [-0.17, 0.96, 0.91], [0.88, 1.42, -0.24], [-1.33, 1.05, -1.56], [-0.39, 0.26, 0.06], [-0.42, 0.31, 0.33], [-0.45, -0.23, 0.23], [0.65, 0.73, -0.67], [0.57, 0.16, 0.20], [-0.56, -0.89, -0.62], [-0.56, -0.37, 0.01], [0.10, 0.72, 1.04], [0.61, -0.26, -1.18], [-0.52, 1.08, 1.12], [1.54, -0.52, 0.59], [0.31, -0.47, 0.19], [0.72, 0.19, -0.57], [1.13, 0.60, -1.16], [-0.21, 0.78, -0.31], [-0.31, -0.23, 0.54], [0.05, 0.04, 0.34], [1.47, -1.31, 1.01], [0.22, -0.60, 0.58], [-0.43, 0.58, -0.10], [0.33, -0.23, -0.39], [-0.19, -0.33, -0.01], [0.67, 0.08, 0.06], [-0.55, -0.29, -0.39], [0.97, 1.42, -0.75], [0.26, -0.62, 1.29], [0.25, 0.32, -0.66], [-0.85, 1.47, -0.53], [0.78, -2.04, -0.54], [0.93, -0.65, 0.58], [-0.21, -0.04, -0.87], [-0.52, -0.35, 0.77], [-0.27, -0.06, 0.26], [-0.68, 0.05, 1.21], [-0.47, -0.02, -0.46], [-0.18, 0.37, -0.42], [-0.08, 0.32, 0.04], [0.81, -1.61, 0.64], [0.24, 0.80, 0.11], [-1.10, 0.08, 0.40], [-1.33, 0.01, 0.46], [0.89, 0.74, -0.50], [0.62, -0.35, -1.24]]}

---

{"formula": "C48H35Cl4N8OSSr", "method": "wB97M-V/def2-TZVPD", "charge": -1, "homo_energy_ev": [-2.24, -2.19], "max_force_ev_per_a": 9.0, "species": ["Sr", "Cl", "C", "C", "C", "C", "C", "C", "C", "C", "C", "C", "C", "C", "C", "C", "C", "C", "Cl", "C", "C", "C", "N", "C", "C", "C", "C", "C", "C", "Cl", "C", "C", "C", "C", "C", "C", "N", "C", "C", "C", "C", "C", "N", "C", "C", "C", "C", "Cl", "C", "C", "C", "C", "N", "H", "H", "H", "H", "H", "H", "H", "H", "H", "H", "H", "H", "H", "H", "H", "H", "H", "H", "H", "H", "H", "H", "H", "H", "N", "C", "N", "N", "C", "N", "H", "H", "H", "H", "C", "S", "C", "O", "H", "H", "H", "H", "H", "H", "H"], "coordinates": [[0.0000, 0.0000, 0.0000], [8.3976, 4.8574, -2.5845], [6.9766, 3.9150, -2.3421], [6.5181, 3.0734, -3.3586], [5.3638, 2.3063, -3.1666], [4.6710, 2.3846, -1.9563], [5.1413, 3.2412, -0.9442], [6.2929, 4.0036, -1.1332], [3.4403, 1.6129, -1.6868], [2.1834, 2.0595, -1.8883], [2.0453, 3.2303, -2.7090], [0.7841, 3.5891, -2.6927], [0.0391, 2.6822, -1.8292], [-1.2684, 3.0690, -1.6370], [-1.8314, 4.3560, -2.1277], [-2.5634, 4.4063, -3.3202], [-3.1175, 5.6144, -3.7508], [-2.9445, 6.7686, -2.9858], [-3.6401, 8.2539, -3.5111], [-2.2154, 6.7315, -1.7983], [-1.6556, 5.5266, -1.3721], [-2.1705, 2.2653, -0.8039], [-2.0401, 1.0058, -0.6502], [-2.7182, 0.6415, 0.5026], [-2.3898, -0.1648, 1.5825], [-3.5249, -0.2465, 2.5797], [-3.6609, 0.6591, 3.6419], [-4.7262, 0.5283, 4.5375], [-5.6470, -0.5091, 4.3790], [-6.9564, -0.6664, 5.4853], [-5.5160, -1.4206, 3.3337], [-4.4563, -1.2899, 2.4358], [-1.1225, -1.0914, 2.0201], [-0.8987, -1.3700, 3.3826], [0.4717, -1.6370, 3.4968], [0.9670, -1.5707, 2.2055], [-0.0846, -1.7185, 1.4185], [2.4212, -1.6063, 1.7738], [2.9586, -0.9836, 0.6819], [4.3625, -1.1358, 0.3130], [4.7188, -0.2628, -0.6204], [3.4558, 0.4414, -0.8273], [2.4281, 0.0032, -0.1765], [3.3602, -2.3455, 2.6738], [4.0794, -1.6605, 3.6657], [4.9254, -2.3599, 4.5285], [5.0545, -3.7424, 4.3995], [6.0952, -4.6041, 5.4661], [4.3449, -4.4333, 3.4176], [3.4938, -3.7362, 2.5573], [-3.7390, 1.7015, 0.5836], [-3.3576, 2.7791, -0.1162], [0.9358, 1.6207, -1.4050], [7.0475, 3.0169, -4.3047], [4.9919, 1.6628, -3.9600], [4.5842, 3.3194, -0.0104], [6.6345, 4.6635, -0.3417], [2.8150, 3.7419, -3.2604], [0.4112, 4.4376, -3.2403], [-2.6873, 3.5021, -3.9129], [-3.6769, 5.6453, -4.6808], [-2.0735, 7.6286, -1.2035], [-1.0738, 5.4872, -0.4525], [-2.9429, 1.4677, 3.7631], [-4.8326, 1.2376, 5.3533], [-6.2282, -2.2314, 3.2085], [-4.3510, -2.0024, 1.6179], [-1.5720, -1.2141, 4.2133], [1.0326, -1.7477, 4.4133], [5.0400, -1.8571, 0.7396], [5.6615, -0.1050, -1.1029], [3.9749, -0.5814, 3.7660], [5.4750, -1.8218, 5.2955], [4.4438, -5.5104, 3.3173], [2.9313, -4.2736, 1.7951], [-4.6176, 1.6752, 1.2061], [-3.8310, 3.7327, -0.2305], [-5.2463, -2.5965, -0.5897], [-4.5370, -3.5129, 0.1161], [-5.3230, -4.5890, 0.3645], [-3.3176, -3.4849, 0.5275], [-2.5866, -2.4016, 0.2492], [-1.9848, -1.4426, 0.0000], [-6.2163, -2.5330, -0.2988], [-4.8293, -1.6725, -0.6599], [-5.8622, -4.8796, -0.4434], [-4.7831, -5.3664, 0.7345], [1.5315, -4.5646, -0.0179], [0.9232, -2.8414, 0.0000], [-0.8114, -3.3621, -0.2210], [1.7938, -2.5163, -1.2251], [1.2409, -5.1003, -0.9470], [1.1751, -5.0910, 0.8923], [2.6363, -4.5587, 0.0952], [-1.0502, -4.2547, 0.3944], [-1.0222, -3.5498, -1.2936], [-1.4713, -2.5507, 0.1484], [0.0000, 0.0000, -2.3919]], "forces_ev_per_a": [[1.41, 2.60, -2.96], [0.42, 0.27, -0.10], [-0.79, -0.64, -0.05], [-0.13, -0.01, 0.12], [0.32, 0.45, 0.37], [0.01, 0.10, -0.04], [0.22, -0.08, -0.47], [-0.26, -0.17, 0.00], [-0.77, -2.73, 2.01], [-1.80, 1.11, -0.41], [0.41, 0.53, -0.58], [-0.48, 0.81, -0.43], [1.63, -0.19, -1.04], [-1.22, -2.13, 1.85], [0.30, 0.20, 0.10], [0.04, 0.49, 0.33], [0.12, -0.11, 0.14], [0.37, -0.90, 0.27], [-0.21, 0.44, -0.17], [0.06, -0.21, 0.01], [-0.33, -0.04, -0.56], [-0.13, 3.51, -2.56], [2.05, -2.23, 1.46], [-1.21, 2.06, 0.32], [0.68, -0.51, 1.56], [0.50, -0.28, 0.29], [-0.39, -0.52, -0.14], [0.07, -0.09, -0.18], [0.79, 0.18, -0.56], [-0.38, -0.04, 0.33], [0.19, 0.11, -0.17], [-0.02, 0.54, 0.45], [-4.01, 0.31, 3.87], [-0.23, 1.56, 0.85], [0.33, 0.59, 1.39], [3.15, -2.26, 2.18], [-1.85, 4.41, -0.54], [-1.31, 0.03, 0.19], [0.89, 0.45, -0.11], [1.26, -1.39, 1.11], [-1.48, 0.04, 0.56], [2.09, 2.26, -2.42], [0.51, -1.33, 2.16], [-0.18, -0.05, 0.25], [-0.01, -0.57, -0.15], [-0.12, -0.02, -0.14], [-0.61, 0.54, -0.62], [0.33, -0.27, 0.33], [-0.11, 0.21, -0.11], [0.24, 0.22, 0.54], [-1.26, 0.36, 2.00], [0.42, -0.98, -0.45], [-0.02, 4.21, -1.37], [0.02, 0.07, 0.16], [0.07, 0.08, 0.15], [0.14, -0.08, -0.24], [0.07, -0.05, -0.18], [0.29, -0.13, 0.03], [-0.37, 0.04, 0.07], [0.03, 0.16, 0.15], [0.04, 0.12, 0.14], [-0.09, -0.04, -0.16], [-0.13, -0.02, -0.20], [-0.12, -0.19, -0.06], [-0.07, -0.16, -0.08], [0.03, 0.14, 0.13], [-0.13, 0.65, 0.88], [-0.06, 0.04, -0.02], [0.02, 0.08, 0.02], [-0.08, -0.22, 0.23], [0.14, 0.08, -0.12], [0.00, -0.23, -0.08], [-0.03, -0.17, -0.08], [0.07, 0.15, 0.10], [0.28, 0.27, 0.52], [-0.04, -0.05, 0.30], [-0.10, 0.20, 0.02], [0.19, 1.53, -0.08], [-0.55, -0.15, -0.63], [0.16, -1.78, 0.48], [0.11, 0.22, -0.29], [-6.56, 1.38, -0.67], [-6.25, 3.30, -2.96], [0.17, -0.12, -0.23], [0.08, -0.14, -0.18], [-0.08, 0.15, 0.23], [-0.20, 0.16, 0.05], [0.23, -1.50, 1.06], [3.94, -5.67, -4.22], [3.33, -5.36, -1.55], [-1.88, 0.78, -0.10], [0.10, 0.47, 0.57], [-0.18, -0.10, -0.51], [-0.67, 0.30, -0.65], [1.00, 0.05, -0.56], [0.10, -0.02, 0.52], [7.82, -4.48, -0.42], [-0.30, -0.62, -0.24]]}